Below is an isolated ion of composition C6H11O2 and charge -1, with properties calculated with ωB97M-V/def2-TZVPD.

Last column: Mulliken charge in e.
CARTESIAN COORDINATES (ANGSTROEM)
1 C -0.87 1.18 1.17  -1.46
2 C 0.29 0.39 0.60  0.95
3 C 1.60 1.17 0.79  -1.61
4 C 0.05 0.07 -0.86  -1.02
5 C -0.98 -1.02 -1.14  -0.49
6 C -0.31 -2.42 -1.06  0.42
7 O -0.23 -2.88 0.11  -0.74
8 O 0.14 -2.90 -2.12  -0.75
9 H -0.76 1.38 2.25  0.39
10 H -1.78 0.58 1.20  0.37
11 H -1.02 2.13 0.65  0.32
12 H 0.45 -0.54 1.14  0.17
13 H 1.52 2.21 0.43  0.30
14 H 1.86 1.21 1.85  0.40
15 H 2.43 0.64 0.32  0.42
16 H 1.01 -0.26 -1.30  0.34
17 H -0.18 0.96 -1.45  0.44
18 H -1.41 -0.89 -2.14  0.29
19 H -1.81 -1.02 -0.43  0.26

**Largest force on an atom**: 1.359 eV/A
**Relative energy (zero: lowest compared OMol25 entry of this formula, charge and spin)**: 0.020 eV
**SMILES string**: CC(C)CCC(=O)[O-]
**HOMO level**: -3.83 eV
**Net charge**: -1
**Lowest unoccupied orbital energy**: 3.661 eV